Entry 1:
Below is a molecular structure, C33H30BrFN4OPtTe4 at a distorted geometry, with properties calculated with the ωB97M-V functional and the def2-TZVPD basis.

CARTESIAN COORDINATES (ANGSTROEM)
Pt 0.63458 -1.01124 2.28335
Br -1.70696 2.21830 -4.99370
C -1.00173 0.45840 -4.87360
C -1.69810 -0.51777 -4.18613
C -1.16591 -1.78385 -4.04680
C 0.07386 -2.11617 -4.62675
C 0.73281 -1.11957 -5.36933
C 0.21179 0.15352 -5.47304
N 0.61805 -3.37060 -4.53936
N 0.20572 -4.25632 -3.72262
C 0.33167 -4.09619 -2.36932
C -0.37348 -5.05101 -1.63157
C -0.55747 -4.95194 -0.27438
C -0.00827 -3.90161 0.47350
O -0.23984 -3.82746 1.72640
C 0.86890 -2.95894 -0.24256
N 1.56133 -2.02423 0.48862
C 2.50380 -1.31005 -0.10118
C 2.81246 -1.44320 -1.45712
C 2.08267 -2.30272 -2.22386
C 1.06673 -3.09238 -1.63528
H -2.65954 -0.28718 -3.74624
H -1.72460 -2.54133 -3.51218
H 1.66955 -1.36771 -5.85316
H 0.74509 0.91384 -6.02745
H -0.82096 -5.85521 -2.20330
H -1.13838 -5.67839 0.27707
H 3.04394 -0.61330 0.52078
H 3.61361 -0.85454 -1.88138
H 2.28799 -2.41114 -3.27808
C -2.01042 -1.47506 0.06430
C -1.82593 -0.07113 -0.50672
C -0.50964 0.10539 -1.25997
C -2.11380 1.00647 0.52657
C -3.33018 1.66899 0.38275
C -3.72212 2.66860 1.25095
C -2.88563 3.00650 2.29653
C -1.64660 2.39299 2.48034
C -0.84666 2.91006 3.67381
C 0.27294 3.89499 3.31965
C -0.32624 1.82957 4.61189
C -1.24575 1.38288 1.57677
N 0.08599 0.86194 1.66784
C 1.07013 1.67252 1.12712
C 0.79752 2.70805 0.21169
C 1.79236 3.51019 -0.31961
C 3.12282 3.33025 0.03152
C 3.43215 2.33568 0.94399
C 2.42455 1.55238 1.46244
F 2.80023 0.61865 2.40200
H -1.86689 -2.22312 -0.72254
H -3.02063 -1.59557 0.46367
H -1.31320 -1.68800 0.87102
H -2.62079 0.03809 -1.25355
H 0.34704 -0.01335 -0.60983
H -0.44924 1.09540 -1.71358
H -0.43836 -0.62713 -2.06221
H -3.97577 1.39226 -0.44418
H -4.66612 3.17991 1.11287
H -3.18820 3.78283 2.99094
H -1.57823 3.48821 4.24728
H 1.15465 3.39340 2.92581
H 0.57595 4.43625 4.21953
H -0.05920 4.62414 2.57967
H 0.48270 1.26152 4.15500
H -1.12837 1.13368 4.88303
H 0.05554 2.28219 5.53064
H -0.23064 2.87787 -0.07869
H 1.51821 4.28600 -1.02365
H 3.90184 3.95390 -0.38472
H 4.44602 2.16293 1.28323
Te 1.45463 -3.21597 3.35856
Te 3.03103 -2.28902 5.45339
Te 0.91116 -0.91243 6.43193
Te -0.64816 -1.73387 4.34119

Electronic energy   -147893.070 eV
Total charge   0
Relative energy (zero: lowest compared OMol25 entry of this formula, charge and spin)   26.1 kcal per mole
Lowest unoccupied orbital energy   -2.6104 eV
HOMO-LUMO gap   4.12 eV

---

Entry 2:
Below is a molecular structure, C10H11Cl6InRh at a distorted geometry, with properties calculated with the ωB97M-V functional and the def2-TZVPD basis.

CARTESIAN COORDINATES (ANGSTROEM)
Rh -0.88363 1.11759 -1.99630
Cl -1.35235 3.41866 -1.49019
C -2.78211 0.61996 -1.59390
C -0.68163 1.66603 -3.91510
H -3.23286 0.45803 -2.58995
H -2.80809 -0.28662 -0.96709
H -3.20072 1.52377 -1.11954
H -1.56364 1.24602 -4.43081
H 0.25954 1.25671 -4.30932
H -0.71821 2.76750 -3.93089
In 1.10056 -0.66459 -0.42808
C 3.13094 0.09637 -0.61471
C -0.25254 -0.74960 -2.15529
H 3.64955 -0.33271 -1.47948
H 3.03125 1.18006 -0.75914
H 3.69553 -0.08548 0.30384
H 0.26312 -0.89705 -3.13403
H -1.09932 -1.46527 -2.06210
Cl 1.80729 1.66725 2.09320
C 1.03910 0.20867 2.62941
C 0.57833 -0.73488 1.71680
C -0.18220 -1.82575 2.11547
Cl -0.96573 -2.83057 0.92578
C -0.33518 -2.11545 3.48589
Cl -1.15756 -3.52585 3.99153
C 0.22766 -1.21741 4.43371
Cl 0.10345 -1.56707 6.09942
C 0.87346 -0.02531 4.01590
Cl 1.45598 1.09699 5.16498

<S²>   6.026
Multiplicity   5
Electronic energy   -93860.621 eV
Total charge   -1
Lowest unoccupied orbital energy (spin up / spin down)   2.3267 / 1.5909 eV
HOMO-LUMO gap (spin up / spin down)   4.53 / 7.22 eV

---

Entry 3:
Below is a gas-phase ion, C3H5N4S3 (charge +1) at a distorted geometry, with properties calculated with the ωB97M-V functional and the def2-TZVPD basis.

CARTESIAN COORDINATES (ANGSTROEM)
C -1.32418 1.52525 0.82131
C 0.60583 -1.08374 0.58840
C 0.26382 0.88924 -0.97782
N -1.25564 0.25291 0.77922
N 1.55565 0.64249 -0.82760
N 1.91234 -0.33124 -0.15426
N -0.41175 -0.35144 -0.08314
S 3.34023 -0.85210 0.10715
S -0.32342 2.49215 -0.25895
S -1.41499 -1.27575 -1.37457
H -1.87903 1.97413 1.64611
H 0.82336 -2.18813 0.47472
H 0.45648 -0.72353 1.64825
H -0.26109 0.75492 -1.95854
H -2.08762 -1.72515 -0.43030

Structure (SMILES)   [S-][N+]1=N[C@@H]2SC=N[N@+]2(S)C1
Electronic energy   -41645.200 eV
Total charge   +1
Relative energy (zero: lowest compared OMol25 entry of this formula, charge and spin)   122.2 kcal per mole
Lowest unoccupied orbital energy (spin up / spin down)   -5.1993 / -5.1994 eV
HOMO-LUMO gap (spin up / spin down)   8.01 / 8.02 eV

---

Entry 4:
Below is 2 unconnected molecules or ions with the total composition C30H31BNO4 at a distorted geometry, with properties calculated with the ωB97M-V functional and the def2-TZVPD basis.

CARTESIAN COORDINATES (ANGSTROEM)
C -5.68058 -0.67260 -1.27383
C -4.25631 -0.92026 -1.32023
C -3.54002 -1.93071 -1.89351
C -2.19592 -1.78023 -1.44993
C -2.13584 -0.65728 -0.66389
B -1.16552 -0.12288 0.57154
O -0.91731 1.24719 0.28906
C -1.65601 2.11867 1.16309
C -1.88312 1.36644 2.47216
N -1.72017 -0.10107 2.13154
C -2.96077 -0.84932 2.45402
C -0.55399 -0.78511 2.83755
C -0.07334 -1.81597 1.83632
O -0.15240 -1.15236 0.57238
O -3.41511 -0.12892 -0.60042
H -6.16647 -1.53810 -1.74250
H -6.10157 -0.56576 -0.26436
H -5.96563 0.21695 -1.85181
H -3.94911 -2.69578 -2.53931
H -1.36636 -2.43880 -1.67693
H -1.06253 3.03060 1.32941
H -2.63306 2.39202 0.72046
H -1.13517 1.65103 3.22060
H -2.88228 1.55843 2.87358
H -2.94878 -1.06321 3.52382
H -3.83435 -0.23135 2.23354
H -3.01443 -1.79479 1.91435
H 0.26506 -0.06364 3.02518
H -0.88454 -1.27132 3.75548
H 0.97706 -2.09329 1.98797
H -0.71871 -2.71648 1.84769
C 4.09930 2.42149 4.52675
O 3.23223 2.96602 3.50273
C 2.96621 2.33021 2.33248
C 1.99265 2.92597 1.49615
C 1.51906 2.25957 0.38832
C 1.93150 0.94398 0.06002
C 1.36184 0.17582 -1.04032
C 1.71734 -1.20821 -1.31675
C 1.35190 -1.51253 -2.68086
C 1.65334 -2.74499 -3.26093
C 2.35247 -3.69457 -2.50760
C 2.71943 -3.41088 -1.18814
C 2.38348 -2.19460 -0.58265
C 0.80269 -0.31072 -3.27522
C 0.89613 0.73890 -2.28709
C 0.80125 2.05642 -2.73229
C 0.34385 2.30942 -4.03475
C 0.11957 1.26202 -4.95056
C 0.38313 -0.05587 -4.57772
C 3.02957 0.46368 0.82354
C 3.55575 1.12309 1.91306
H 4.03346 3.18587 5.30638
H 3.74182 1.45169 4.90807
H 5.13405 2.32242 4.18080
H 1.62584 3.91431 1.78824
H 0.79181 2.77231 -0.22508
H 1.36868 -2.93597 -4.29754
H 2.62771 -4.65084 -2.94948
H 3.29598 -4.13061 -0.59423
H 2.61345 -2.04374 0.47133
H 1.10488 2.86880 -2.07513
H 0.19006 3.35189 -4.34073
H -0.23594 1.48080 -5.95818
H 0.26840 -0.88633 -5.27797
H 3.52426 -0.45380 0.53094
H 4.43013 0.71689 2.44140

Electronic energy   -41963.369 eV
Total charge   +1
Lowest unoccupied orbital energy   -5.1393 eV
HOMO-LUMO gap   4.62 eV

---

Entry 5:
Below is 6 unconnected molecules or ions with the total composition C30H51N6O3P, with properties calculated with the ωB97M-V functional and the def2-TZVPD basis.

CARTESIAN COORDINATES (ANGSTROEM)
C -3.67383 1.23113 -0.00288
C -2.32281 0.63747 -0.44477
P -0.99035 0.95881 0.78661
C -1.22942 2.71909 1.20476
C 0.52337 0.92498 -0.24109
C 1.70908 0.38321 0.09793
C 2.21559 -0.28477 1.33638
C 1.63198 0.22532 2.66875
C 0.66307 -0.76458 3.35154
N 1.29615 -1.67231 4.32344
C 2.60951 0.48992 -1.09766
O 3.61713 -0.12352 -1.29007
O 2.04123 1.34174 -1.99908
C 0.68529 1.47582 -1.61699
O -0.09332 1.92372 -2.39146
H -3.78972 1.25589 1.08331
H -4.48009 0.63928 -0.44450
H -3.74659 2.24572 -0.39809
H -2.03767 1.08616 -1.39832
H -2.37515 -0.44255 -0.60826
H -1.29163 3.41098 0.36085
H -0.45019 3.02525 1.90750
H -2.16978 2.74580 1.75793
H 2.07149 -1.36921 1.22989
H 3.30232 -0.14517 1.33144
H 1.15765 1.19944 2.53132
H 2.46312 0.38281 3.36679
H 0.20115 -1.38161 2.57558
H -0.14497 -0.22175 3.84462
H 1.48816 -1.14974 5.17565
H 2.21469 -1.92622 3.96690
C 1.08755 -3.43515 -5.34988
C 1.15622 -1.95244 -5.00977
C 1.43141 -1.68998 -3.52465
C 0.37885 -2.23988 -2.66821
N -0.45097 -2.66216 -1.98977
H 0.26571 -3.92404 -4.82496
H 0.91901 -3.57047 -6.41772
H 2.01547 -3.94493 -5.07953
H 0.22048 -1.46883 -5.29501
H 1.94966 -1.47704 -5.58904
H 1.48772 -0.61854 -3.33747
H 2.38316 -2.13127 -3.22373
C -2.33678 3.18292 -4.75363
C -3.71238 3.81250 -4.93858
C -3.95438 4.99862 -3.99597
C -3.87347 4.59087 -2.59361
N -3.78021 4.26506 -1.49322
H -2.21214 2.77581 -3.75039
H -2.19122 2.36605 -5.46018
H -1.54334 3.91451 -4.91805
H -4.48736 3.06155 -4.77426
H -3.82411 4.16612 -5.96521
H -4.93883 5.43642 -4.16577
H -3.20922 5.77819 -4.16429
C -1.02759 -0.11806 6.87055
C -2.34630 0.51124 7.30415
C -3.39174 0.54673 6.18258
C -2.92543 1.32250 5.03382
N -2.51810 1.92542 4.14168
H -0.55719 0.45649 6.07176
H -0.32362 -0.15451 7.70145
H -1.17139 -1.13835 6.51043
H -2.16962 1.52849 7.65967
H -2.76781 -0.04971 8.14030
H -4.32339 0.99068 6.53559
H -3.61468 -0.46424 5.83648
C 2.75524 -4.47070 -9.40491
C 1.68950 -5.31179 -10.09667
C 0.49961 -4.47852 -10.58757
C -0.17627 -3.79984 -9.48130
N -0.71207 -3.27302 -8.60896
H 2.35930 -3.98689 -8.51087
H 3.59626 -5.09228 -9.09888
H 3.13613 -3.69345 -10.07016
H 1.32874 -6.08381 -9.41481
H 2.12452 -5.82399 -10.95645
H -0.23216 -5.10975 -11.09280
H 0.83197 -3.72019 -11.29882
C 2.40765 2.17791 9.76696
C 3.00870 0.85287 10.21984
C 3.81517 0.15772 9.11601
C 2.98067 -0.14779 7.95451
N 2.32466 -0.38321 7.03878
H 1.70253 2.03367 8.94693
H 1.87000 2.65512 10.58577
H 3.18352 2.86674 9.42799
H 2.21560 0.18398 10.55871
H 3.67038 1.01885 11.07129
H 4.24363 -0.77725 9.47850
H 4.63728 0.79390 8.78336

Structure (SMILES)   CCP(C)C1=C(CCCN)C(=O)OC1=O.CCCC#N.CCCC#N.CCCC#N.CCCC#N.CCCC#N
Electronic energy   -56308.514 eV
Total charge   0
Lowest unoccupied orbital energy   -0.2155 eV
HOMO-LUMO gap   7.61 eV